(1)
{"formula": "C6H14N2", "method": "ωB97M-V with the def2-TZVPD basis set", "elements": ["H", "N", "C", "N", "C", "C", "H", "H", "H", "H", "H", "C", "C", "C", "H", "H", "H", "H", "H", "H", "H", "H"], "xyz": [[-2.374, 0.636, -1.406], [-1.393, 0.673, -1.149], [-0.577, 0.809, -2.137], [0.741, 0.611, -1.983], [1.401, 0.862, -0.904], [1.232, 2.072, -0.038], [-0.880, 0.965, -3.177], [2.340, 0.326, -0.797], [1.942, 2.839, -0.357], [1.454, 1.820, 0.998], [0.225, 2.475, -0.105], [-0.893, -0.680, 2.012], [0.046, -0.845, 0.820], [-0.090, -2.205, 0.147], [-0.745, 0.286, 2.495], [-1.932, -0.747, 1.690], [-0.722, -1.453, 2.765], [1.070, -0.737, 1.181], [-0.459, -0.062, 0.036], [0.116, -3.023, 0.841], [-1.102, -2.333, -0.239], [0.599, -2.288, -0.693]], "relative_energy_kcal_mol": 50.1, "homo_lumo_gap_ha": 0.3481, "energy_ev": -9427.3122}


(2)
{"formula": "C22H27N4O4", "method": "ωB97M-V with the def2-TZVPD basis set", "elements": ["C", "N", "C", "O", "C", "C", "C", "C", "C", "C", "C", "C", "N", "C", "C", "C", "C", "C", "C", "C", "N", "O", "O", "C", "C", "C", "C", "C", "H", "H", "H", "H", "H", "H", "H", "H", "H", "H", "H", "H", "H", "H", "H", "H", "H", "H", "H", "H", "H", "H", "H", "H", "N", "O", "H", "H", "H"], "xyz": [[-2.228, 3.961, -0.124], [-1.947, 2.554, 0.043], [-2.945, 1.659, 0.298], [-4.134, 1.932, 0.443], [-2.302, 0.275, 0.385], [-2.820, -0.683, -0.691], [-4.299, -0.963, -0.566], [-5.169, -0.641, -1.612], [-6.548, -0.793, -1.447], [-7.057, -1.327, -0.255], [-6.177, -1.714, 0.763], [-4.798, -1.545, 0.603], [-0.875, 0.572, 0.242], [0.039, -0.413, 0.321], [1.408, -0.205, 0.188], [2.406, -1.162, 0.331], [3.794, -0.847, 0.150], [4.805, -1.857, 0.239], [6.141, -1.571, 0.038], [6.542, -0.242, -0.223], [7.919, 0.079, -0.380], [8.242, 1.273, -0.583], [8.762, -0.845, -0.307], [5.585, 0.784, -0.300], [4.246, 0.486, -0.121], [-0.593, 2.003, 0.002], [0.020, 2.263, -1.385], [0.252, 2.646, 1.113], [-3.308, 4.116, -0.066], [-1.738, 4.551, 0.660], [-1.865, 4.312, -1.098], [-2.500, -0.144, 1.391], [-2.608, -0.240, -1.678], [-2.251, -1.622, -0.606], [-4.753, -0.233, -2.538], [-7.224, -0.491, -2.249], [-8.135, -1.443, -0.122], [-6.560, -2.146, 1.690], [-4.099, -1.840, 1.391], [-0.354, -1.422, 0.508], [1.735, 0.807, -0.049], [2.143, -2.161, 0.628], [4.505, -2.879, 0.482], [6.908, -2.339, 0.085], [5.913, 1.802, -0.496], [3.539, 1.315, -0.182], [-0.678, 1.929, -2.165], [0.203, 3.339, -1.504], [0.967, 1.732, -1.514], [-0.291, 2.580, 2.066], [1.218, 2.149, 1.225], [0.427, 3.703, 0.872], [1.737, -4.274, 0.843], [2.784, -4.172, 1.856], [1.063, -3.568, 1.120], [2.211, -4.003, -0.014], [2.742, -5.035, 2.298]], "relative_energy_kcal_mol": 99.7, "charge": 1, "homo_lumo_gap_ha": 0.2156, "energy_ev": -37391.3632}


(3)
{"formula": "C8H10N2", "method": "ωB97M-V with the def2-TZVPD basis set", "elements": ["C", "C", "C", "C", "C", "N", "N", "C", "C", "C", "H", "H", "H", "H", "H", "H", "H", "H", "H", "H"], "xyz": [[-0.413, 0.126, 1.657], [-0.095, -0.608, 0.318], [1.194, -0.992, -0.049], [2.347, -0.334, 0.239], [2.324, 1.085, 0.105], [1.463, 1.841, -0.544], [0.239, 1.595, -0.456], [-0.803, 1.637, -1.393], [-1.507, 0.526, -1.363], [-1.240, -0.759, -0.633], [0.476, 0.423, 2.315], [-0.962, -0.504, 2.243], [-0.939, 0.980, 1.368], [1.286, -1.886, -0.650], [3.314, -0.818, 0.185], [3.427, 1.380, 0.157], [-0.945, 2.615, -1.975], [-2.313, 0.486, -2.105], [-2.150, -1.223, -0.297], [-0.897, -1.449, -1.429]], "relative_energy_kcal_mol": 105.0, "homo_lumo_gap_ha": [0.2948, 0.2947], "energy_ev": -11433.1994}


(4)
{"formula": "C19H22N6", "method": "ωB97M-V with the def2-TZVPD basis set", "elements": ["N", "H", "H", "C", "C", "C", "N", "C", "C", "C", "C", "C", "C", "N", "H", "H", "C", "C", "C", "C", "N", "C", "N", "C", "C", "C", "H", "H", "C", "H", "C", "N", "H", "H", "H", "H", "H", "H", "H", "H", "H", "H", "H", "H", "H", "H", "H"], "xyz": [[5.206, -2.620, -5.446], [5.427, -3.590, -5.344], [5.877, -2.071, -5.419], [4.329, -2.346, -4.345], [4.978, -2.533, -3.149], [4.300, -1.991, -1.950], [4.472, -0.759, -1.363], [3.282, -1.006, -0.324], [2.957, -0.039, 0.609], [1.837, -0.178, 1.408], [1.264, -1.478, 1.507], [1.562, -2.525, 0.445], [2.473, -2.117, -0.580], [3.233, -2.798, -1.308], [2.889, -3.830, -1.768], [1.078, -3.206, 0.296], [-0.042, -1.509, 2.153], [-0.899, -0.391, 2.221], [-1.550, -0.040, 1.188], [-2.229, 1.142, 1.146], [-3.004, 1.676, 0.079], [-3.517, 2.790, 0.812], [-3.517, 2.728, 2.150], [-2.557, 1.789, 2.358], [-2.301, 0.961, 3.628], [-1.408, 0.174, 3.521], [-0.987, -0.165, 4.231], [-2.506, 1.616, 4.602], [-4.500, 3.743, -0.033], [-4.492, 3.629, -1.076], [-6.101, 3.341, 0.511], [-6.438, 3.555, 1.747], [-6.248, 4.664, 2.070], [-5.764, 3.154, 2.256], [-6.325, 2.379, 0.131], [-6.705, 4.029, 0.007], [-4.476, 4.573, 0.259], [-2.795, 1.815, -0.813], [-1.128, -0.469, 0.166], [0.552, -1.789, 3.382], [-0.531, -2.339, 1.974], [1.833, 0.633, 2.227], [3.593, 0.991, 0.630], [5.454, -3.470, -2.960], [6.070, -1.970, -2.976], [3.909, -1.248, -4.464], [3.445, -2.901, -4.395]], "relative_energy_kcal_mol": 397.0, "homo_lumo_gap_ha": 0.3005, "energy_ev": -28985.4871}


(5)
{"formula": "C28H34CuN3O2P", "method": "ωB97M-V with the def2-TZVPD basis set", "elements": ["C", "C", "C", "C", "C", "C", "C", "C", "N", "Cu", "C", "P", "H", "H", "H", "H", "H", "H", "H", "H", "C", "C", "H", "C", "C", "H", "H", "H", "H", "H", "H", "H", "H", "H", "H", "H", "H", "H", "H", "O", "C", "N", "C", "C", "O", "N", "C", "C", "C", "C", "C", "C", "C", "C", "C", "C", "C", "C", "H", "H", "H", "H", "H", "H", "H", "H", "H", "H", "H"], "xyz": [[-2.428, 1.225, -5.048], [-2.229, -0.028, -4.483], [-1.442, -0.168, -3.325], [-0.876, 0.962, -2.749], [-1.105, 2.225, -3.285], [-1.881, 2.354, -4.448], [-1.295, -1.547, -2.725], [0.126, -2.094, -2.519], [1.184, -1.057, -2.333], [0.260, 0.532, -1.249], [-0.534, 3.459, -2.622], [1.115, 3.116, -1.951], [-2.673, -0.920, -4.925], [-2.031, 3.347, -4.874], [-2.999, 1.317, -5.971], [-1.143, 3.790, -1.761], [-0.439, 4.302, -3.319], [-1.801, -1.585, -1.744], [-1.809, -2.260, -3.379], [0.124, -2.727, -1.621], [1.768, 4.539, -1.070], [2.186, 2.830, -3.363], [0.421, -2.709, -3.387], [1.730, -0.619, -3.631], [2.278, -1.531, -1.459], [0.045, 2.468, 0.419], [2.191, -1.484, -4.143], [0.933, -0.212, -4.263], [2.493, 0.152, -3.468], [2.877, -2.304, -1.979], [2.925, -0.681, -1.205], [1.861, -1.954, -0.535], [2.365, 3.793, -3.856], [3.149, 2.412, -3.043], [1.730, 2.148, -4.086], [1.873, 5.394, -1.749], [1.120, 4.818, -0.229], [2.759, 4.285, -0.670], [0.970, 2.083, -0.914], [-0.339, 2.334, 1.329], [-0.444, 1.037, 1.537], [-0.853, 0.545, 2.708], [-0.565, -0.882, 2.765], [-0.386, -1.139, 1.261], [-0.440, -2.232, 0.692], [-0.170, 0.087, 0.634], [0.753, -1.065, 3.524], [1.818, -1.756, 2.951], [3.040, -1.844, 3.634], [3.178, -1.285, 4.904], [2.086, -0.638, 5.502], [0.870, -0.537, 4.816], [-1.723, -1.629, 3.375], [-1.564, -2.532, 4.434], [-2.695, -3.048, 5.077], [-3.973, -2.720, 4.622], [-4.116, -1.904, 3.496], [-2.991, -1.365, 2.863], [-0.969, 1.158, 3.515], [1.692, -2.249, 1.983], [3.874, -2.362, 3.154], [4.127, -1.357, 5.437], [2.172, -0.213, 6.506], [0.011, -0.066, 5.307], [-0.565, -2.817, 4.773], [-2.564, -3.697, 5.944], [-4.855, -3.107, 5.135], [-5.107, -1.659, 3.103], [-3.097, -0.726, 1.981]], "relative_energy_kcal_mol": 15.9, "spin_multiplicity": 2, "homo_lumo_gap_ha": [0.1522, 0.2494], "energy_ev": -92078.5645, "s_squared": 0.753}


(6)
{"formula": "C30H47INO8P2Rb", "method": "ωB97M-V with the def2-TZVPD basis set", "elements": ["Rb", "C", "C", "C", "O", "P", "O", "C", "P", "O", "O", "C", "C", "C", "O", "C", "C", "C", "O", "C", "C", "C", "H", "H", "H", "H", "H", "H", "H", "H", "H", "H", "H", "H", "H", "H", "H", "H", "H", "H", "H", "H", "H", "H", "H", "H", "H", "H", "H", "H", "H", "H", "I", "C", "C", "C", "C", "C", "C", "C", "C", "C", "C", "H", "H", "H", "H", "H", "H", "C", "C", "O", "H", "H", "H", "H", "H", "H", "O", "N", "C", "C", "C", "C", "C", "H", "H", "H", "H", "H"], "xyz": [[0.295, 0.358, 0.208], [-4.544, 1.518, 4.262], [-3.087, 1.595, 4.684], [-2.761, 0.609, 5.783], [-2.200, 1.243, 3.614], [-2.029, 1.922, 2.186], [-0.646, 2.162, 1.693], [-3.426, 1.858, 0.980], [-2.907, 2.038, -0.723], [-1.613, 1.473, -1.162], [-4.032, 1.397, -1.642], [-5.474, 1.489, -1.598], [-6.043, 0.504, -0.592], [-5.970, 2.908, -1.382], [-2.988, 3.608, -0.934], [-2.163, 4.207, -1.979], [-0.845, 4.644, -1.373], [-2.957, 5.352, -2.557], [-2.562, 3.447, 2.641], [-1.698, 4.300, 3.400], [-0.807, 5.124, 2.482], [-2.584, 5.201, 4.240], [-5.191, 1.714, 5.121], [-4.761, 0.513, 3.885], [-4.767, 2.259, 3.490], [-2.856, 2.603, 5.015], [-2.962, -0.415, 5.441], [-3.370, 0.822, 6.668], [-1.703, 0.676, 6.054], [-4.109, 2.681, 1.185], [-3.933, 0.903, 1.073], [-5.766, 1.168, -2.592], [-5.967, 0.883, 0.431], [-5.519, -0.452, -0.658], [-7.100, 0.336, -0.810], [-5.673, 3.289, -0.401], [-7.061, 2.916, -1.435], [-5.577, 3.584, -2.144], [-1.980, 3.460, -2.749], [-1.013, 5.434, -0.636], [-0.182, 5.024, -2.154], [-0.359, 3.802, -0.874], [-3.203, 6.069, -1.767], [-3.886, 4.998, -3.013], [-2.368, 5.863, -3.324], [-1.064, 3.693, 4.054], [-1.438, 5.730, 1.818], [-0.183, 4.463, 1.879], [-0.169, 5.796, 3.067], [-3.208, 5.815, 3.580], [-1.976, 5.866, 4.861], [-3.244, 4.621, 4.891], [1.828, -2.063, -2.128], [2.860, -3.238, -0.719], [3.265, -4.478, -1.129], [3.946, -5.323, -0.220], [4.192, -4.894, 1.055], [3.777, -3.605, 1.487], [4.035, -3.167, 2.814], [3.631, -1.919, 3.199], [2.958, -1.067, 2.282], [2.647, -1.404, 0.974], [3.086, -2.719, 0.595], [3.064, -4.816, -2.138], [4.264, -6.308, -0.544], [4.709, -5.536, 1.761], [4.550, -3.833, 3.500], [3.827, -1.578, 4.214], [2.676, -0.081, 2.668], [-2.410, -1.819, -1.771], [-2.348, -1.234, -3.172], [-1.265, -0.323, -3.327], [-3.248, -2.522, -1.688], [-2.551, -1.031, -1.021], [-1.485, -2.352, -1.534], [-3.299, -0.751, -3.414], [-2.192, -2.026, -3.901], [-1.341, 0.340, -2.623], [-1.892, -0.043, 1.576], [-2.062, -1.069, 2.439], [-0.986, -1.573, 3.142], [-1.174, -2.534, 4.082], [-2.477, -3.040, 4.365], [-3.535, -2.553, 3.569], [-3.326, -1.591, 2.625], [-0.014, -1.175, 2.880], [-0.299, -2.917, 4.595], [-2.636, -3.809, 5.107], [-4.539, -2.945, 3.680], [-4.086, -1.212, 1.957]], "relative_energy_kcal_mol": 0.0, "charge": -1, "spin_multiplicity": 2, "homo_lumo_gap_ha": [0.1559, 0.2059], "energy_ev": -77080.2980, "s_squared": 0.766}


(7)
{"formula": "C3LiO6Tl", "method": "ωB97M-V with the def2-TZVPD basis set", "elements": ["C", "O", "C", "O", "O", "Li", "Tl", "O", "O", "O", "C"], "xyz": [[1.258, -1.183, -0.064], [1.622, -2.354, -0.012], [2.230, 0.029, 0.130], [1.637, 1.162, 0.052], [3.415, -0.174, 0.317], [-0.253, -2.867, -0.587], [-0.248, 1.050, -0.323], [0.030, -0.875, -0.333], [-4.360, 1.682, 0.495], [-2.090, 1.739, 0.063], [-3.243, 1.792, 0.262]], "relative_energy_kcal_mol": 1.8, "charge": 2, "homo_lumo_gap_ha": 0.2420, "energy_ev": -20273.5780}


(8)
{"formula": "C3H2FeLi2O3", "method": "ωB97M-V with the def2-TZVPD basis set", "elements": ["C", "C", "O", "H", "H", "Fe", "Li", "O", "C", "O", "Li"], "xyz": [[1.018, -0.880, -0.463], [-0.187, -0.333, -0.597], [2.102, -1.109, -0.899], [-0.507, -0.058, -1.606], [-0.498, 0.336, 0.222], [4.907, 0.719, -1.944], [3.750, -0.991, 0.063], [-2.296, -1.170, 1.112], [-2.328, -0.001, 1.510], [-3.214, 0.872, 1.385], [-2.747, 2.615, 1.217]], "relative_energy_kcal_mol": 0.0, "charge": 2, "spin_multiplicity": 7, "homo_lumo_gap_ha": [0.1939, 0.0947], "energy_ev": -44059.8282, "s_squared": 12.027}


(9)
{"formula": "C2H17NO8", "method": "ωB97M-V with the def2-TZVPD basis set", "elements": ["N", "C", "C", "O", "O", "H", "H", "H", "H", "H", "O", "H", "H", "O", "H", "H", "O", "H", "H", "O", "H", "H", "O", "H", "H", "O", "H", "H"], "xyz": [[0.030, -2.261, -0.414], [0.097, -2.002, -1.876], [-0.670, -0.727, -2.158], [-0.229, 0.367, -1.915], [-1.886, -0.941, -2.690], [-0.822, -2.771, -0.229], [0.074, -1.389, 0.106], [-0.438, -2.816, -2.324], [1.136, -1.942, -2.183], [-2.404, -0.141, -2.532], [0.712, -0.263, 1.781], [0.614, 0.577, 2.255], [1.658, -0.460, 1.844], [-1.930, -0.894, 2.411], [-2.511, -1.653, 2.365], [-1.169, -0.998, 1.826], [-1.079, 3.009, 0.332], [-1.412, 3.625, -0.326], [-0.207, 2.691, 0.079], [1.147, 2.688, -1.880], [1.533, 2.021, -1.303], [0.390, 2.255, -2.289], [-0.218, 2.252, 2.647], [-0.938, 1.611, 2.592], [-0.581, 3.033, 2.196], [2.912, -1.248, 0.594], [3.397, -1.773, 1.241], [2.794, -1.851, -0.147]], "relative_energy_kcal_mol": 0.0, "homo_lumo_gap_ha": 0.3754, "energy_ev": -20220.4193}


(10)
{"formula": "C43H29F2N4O3Tc", "method": "ωB97M-V with the def2-TZVPD basis set", "elements": ["Tc", "C", "C", "N", "C", "C", "C", "C", "C", "C", "C", "N", "C", "C", "C", "C", "C", "C", "C", "C", "N", "C", "H", "H", "H", "H", "H", "H", "H", "H", "H", "H", "H", "H", "F", "C", "C", "C", "C", "C", "F", "C", "C", "C", "C", "C", "C", "N", "H", "H", "H", "H", "H", "H", "O", "C", "C", "O", "O", "C", "C", "C", "C", "C", "C", "C", "C", "C", "C", "C", "C", "H", "H", "H", "H", "H", "H", "H", "H", "H", "H", "H"], "xyz": [[-0.735, 0.127, 0.370], [1.173, -1.000, 4.173], [0.796, -0.216, 3.082], [-0.265, -0.485, 2.338], [-1.022, -1.588, 2.618], [-0.667, -2.469, 3.664], [0.446, -2.125, 4.460], [-1.389, -3.669, 3.827], [-2.364, -3.987, 2.922], [-2.726, -3.108, 1.891], [-2.136, -1.861, 1.762], [-2.445, -0.867, 0.841], [-3.659, -0.777, 0.158], [-4.839, -1.506, 0.360], [-5.947, -1.283, -0.445], [-5.948, -0.326, -1.449], [-4.830, 0.483, -1.611], [-4.733, 1.589, -2.572], [-3.791, 2.528, -2.484], [-2.812, 2.499, -1.343], [-2.654, 1.124, -0.865], [-3.729, 0.243, -0.796], [2.053, -0.733, 4.740], [1.392, 0.638, 2.788], [0.731, -2.775, 5.278], [-1.132, -4.338, 4.637], [-2.871, -4.940, 2.993], [-3.452, -3.437, 1.165], [-4.927, -2.209, 1.171], [-6.839, -1.872, -0.276], [-6.818, -0.187, -2.079], [-5.478, 1.628, -3.358], [-3.733, 3.356, -3.182], [-3.099, 3.219, -0.566], [-0.592, -0.088, -4.951], [-0.824, 0.656, -3.866], [-1.251, 0.097, -2.733], [-1.380, 0.934, -1.539], [-1.279, 2.474, -1.692], [-0.876, 2.925, -3.051], [-0.858, 4.253, -3.253], [-0.639, 2.086, -4.053], [-0.513, 3.031, -0.512], [0.244, 4.188, -0.540], [0.862, 4.636, 0.621], [0.655, 3.935, 1.797], [-0.115, 2.791, 1.754], [-0.649, 2.302, 0.625], [-1.450, -0.966, -2.670], [-0.380, 2.455, -5.037], [0.341, 4.751, -1.455], [1.470, 5.531, 0.603], [1.084, 4.262, 2.733], [-0.327, 2.231, 2.656], [1.482, 0.470, 0.072], [2.225, -0.758, -0.189], [1.207, -1.930, -0.384], [1.627, -3.025, -0.657], [-0.056, -1.634, -0.236], [3.155, -0.983, 0.997], [3.980, 0.075, 1.376], [4.847, -0.054, 2.448], [4.906, -1.249, 3.153], [4.089, -2.304, 2.781], [3.213, -2.173, 1.711], [2.968, -0.621, -1.508], [4.146, -1.322, -1.738], [4.766, -1.247, -2.975], [4.221, -0.476, -3.992], [3.051, 0.230, -3.766], [2.424, 0.154, -2.530], [1.855, 1.160, -0.495], [3.954, 1.009, 0.825], [5.487, 0.773, 2.728], [5.597, -1.357, 3.979], [4.137, -3.241, 3.322], [2.594, -3.012, 1.425], [4.569, -1.933, -0.952], [5.681, -1.798, -3.145], [4.704, -0.429, -4.959], [2.607, 0.828, -4.551], [1.488, 0.682, -2.389]], "relative_energy_kcal_mol": 74.6, "charge": 1, "spin_multiplicity": 4, "homo_lumo_gap_ha": [0.2484, 0.2339], "energy_ev": -64792.3668, "s_squared": 3.781}